94
Properties=species:S:1:pos:R:3 method="wB97M-V/def2-TZVPD" homo_lumo_gap_ev="8.159 / 5.691" multiplicity=2 total_charge=+2
Hg 0.311 -0.883 -1.113
C -1.457 -5.448 -0.284
C -0.687 -4.170 -0.325
N -0.997 -3.136 -1.064
O -2.084 -3.214 -1.806
B -2.589 -1.848 -2.311
F -3.721 -2.084 -2.996
F -1.579 -1.249 -3.082
O -2.896 -0.985 -1.141
N -1.867 -0.813 -0.251
C -2.227 -0.704 0.983
C -3.658 -0.622 1.407
C -1.174 -0.861 2.008
N 0.034 -1.086 1.601
O 0.863 -1.510 2.593
B 2.252 -1.947 2.291
F 2.586 -2.902 3.197
F 3.121 -0.894 2.226
O 2.265 -2.538 0.853
N 1.220 -2.888 0.183
C 0.517 -3.969 0.480
C 0.932 -4.933 1.529
C -1.531 -0.962 3.457
H -2.333 -5.378 -0.923
H -1.780 -5.669 0.735
H -0.837 -6.282 -0.617
H -4.308 -0.500 0.549
H -3.803 0.213 2.092
H -3.951 -1.531 1.936
H 2.005 -4.889 1.695
H 0.623 -5.946 1.287
H 0.456 -4.641 2.471
H -2.514 -0.556 3.669
H -0.779 -0.464 4.067
H -1.517 -2.012 3.763
C -1.900 2.424 2.525
O -2.128 2.585 1.109
C -1.211 2.297 0.214
O -0.034 1.937 0.452
N -1.691 2.369 -1.024
N -0.901 1.958 -2.102
H -1.811 3.408 2.973
H -1.004 1.839 2.712
H -2.781 1.919 2.911
H -2.672 2.599 -1.135
H -0.641 2.753 -2.678
H -1.399 1.268 -2.657
Ge 1.622 2.687 1.212
C 1.163 3.561 2.833
C 0.491 4.785 2.860
C 0.286 5.432 4.066
C 0.772 4.874 5.245
C 1.460 3.671 5.222
C 1.655 3.007 4.017
C 2.274 3.794 -0.202
C 1.536 4.828 -0.778
C 2.126 5.667 -1.710
C 3.462 5.496 -2.050
C 4.206 4.477 -1.475
C 3.611 3.618 -0.559
H 2.277 1.320 1.326
H 0.139 5.244 1.943
H -0.239 6.378 4.091
H 0.621 5.388 6.184
H 1.851 3.250 6.139
H 2.181 2.058 4.006
H 0.499 4.990 -0.500
H 1.552 6.469 -2.155
H 3.925 6.165 -2.762
H 5.249 4.351 -1.735
H 4.200 2.819 -0.122
C 2.714 -3.506 -2.789
N 2.087 -3.412 -4.136
C 3.127 -3.280 -5.195
C 1.003 -2.336 -4.173
C 1.548 -0.957 -3.973
C 2.126 -0.320 -5.075
C 2.721 0.922 -4.961
C 2.742 1.547 -3.724
C 2.125 0.948 -2.635
C 1.500 -0.291 -2.741
H 3.452 -4.305 -2.796
H 1.938 -3.705 -2.057
H 3.190 -2.554 -2.567
H 1.595 -4.289 -4.313
H 3.685 -2.365 -5.024
H 2.643 -3.252 -6.168
H 3.788 -4.140 -5.133
H 0.299 -2.608 -3.390
H 0.506 -2.442 -5.137
H 2.094 -0.802 -6.046
H 3.157 1.398 -5.828
H 3.212 2.514 -3.605
H 2.106 1.483 -1.698

90
Properties=species:S:1:pos:R:3 method="wB97M-V/def2-TZVPD" homo_lumo_gap_ev=6.541 total_charge=+1 relative_energy_kcal_mol=25.2
In -0.786 1.617 -1.138
C -4.799 -1.596 -3.975
O -4.540 -0.708 -2.886
C -3.343 -0.162 -2.722
O -3.144 0.632 -1.832
N -2.359 -0.520 -3.601
N -1.084 -0.057 -3.246
H -5.868 -1.787 -3.942
H -4.267 -2.541 -3.839
H -4.539 -1.134 -4.927
H -2.414 -1.433 -4.030
H -0.552 0.144 -4.082
H -0.593 -0.755 -2.698
O 5.448 2.100 3.541
C 5.509 2.955 2.499
O 6.422 3.717 2.379
C 4.377 2.885 1.518
C 3.996 4.060 0.883
C 2.968 4.047 -0.044
C 2.350 2.843 -0.361
C 2.711 1.667 0.281
C 3.729 1.689 1.216
N 1.302 2.799 -1.325
C 1.520 3.416 -2.414
C 0.494 3.495 -3.458
C 0.679 4.259 -4.600
C -0.357 4.323 -5.523
C -1.523 3.625 -5.266
C -1.618 2.881 -4.097
N -0.630 2.819 -3.217
H 4.590 1.665 3.571
H 4.509 4.980 1.123
H 2.634 4.972 -0.494
H 2.167 0.760 0.055
H 4.023 0.766 1.700
H 2.472 3.911 -2.603
H 1.606 4.793 -4.754
H -0.253 4.913 -6.423
H -2.358 3.652 -5.951
H -2.513 2.324 -3.853
C -0.206 -0.759 6.225
C -0.533 -1.875 5.235
C 0.532 -2.972 5.369
C -1.908 -2.455 5.592
C -0.556 -1.370 3.796
C -0.356 -0.044 3.457
C -0.375 0.340 2.128
Br -0.121 2.207 1.814
C -0.590 -0.550 1.063
O -0.464 -0.180 -0.226
C -0.896 -1.890 1.410
C -0.829 -2.244 2.754
C -1.341 -3.012 0.454
C -0.314 -4.153 0.479
C -1.548 -2.593 -0.997
C -2.706 -3.548 0.925
H -0.194 -1.161 7.238
H -0.949 0.038 6.200
H 0.774 -0.322 6.032
H 0.565 -3.340 6.395
H 1.521 -2.589 5.113
H 0.321 -3.821 4.720
H -1.902 -2.835 6.614
H -2.181 -3.279 4.934
H -2.684 -1.693 5.515
H -0.191 0.709 4.211
H -1.020 -3.276 3.007
H 0.677 -3.795 0.201
H -0.600 -4.933 -0.227
H -0.236 -4.610 1.465
H -0.612 -2.317 -1.481
H -2.244 -1.761 -1.058
H -1.969 -3.446 -1.535
H -2.681 -3.941 1.937
H -3.029 -4.357 0.268
H -3.459 -2.760 0.889
C 2.589 -1.676 -0.703
S 1.872 -1.247 -2.289
C 3.337 -1.462 -3.310
O 1.599 0.233 -2.299
H 3.443 -1.029 -0.508
H 2.913 -2.714 -0.755
H 1.821 -1.566 0.060
H 4.186 -0.944 -2.871
H 3.103 -1.031 -4.280
H 3.546 -2.524 -3.422
Cl -4.025 3.789 -1.856
Si -2.629 3.224 -0.446
Cl -1.738 5.010 0.131
Cl -3.680 2.509 1.165

89
Properties=species:S:1:pos:R:3 method="wB97M-V/def2-TZVPD" homo_lumo_gap_ev=7.587 smiles="CC(=O)OCCCCCC[C@@]1(C)OC(=O)[C@H](OC[C@@H](C)O)[C@@]1(CC(=O)Cl)P(C)O.O=[N+]([O-])c1ccccc1.O=[N+]([O-])c1ccccc1" total_charge=0
C -4.279 -2.913 3.006
C -5.084 -3.132 1.569
O -6.185 -2.361 1.349
O -4.616 -4.164 0.621
C -3.259 -3.817 0.091
C -3.252 -4.287 -1.482
C -2.175 -3.501 -2.436
C -0.677 -4.241 -2.492
C 0.059 -3.858 -1.079
C 1.656 -4.215 -1.000
C 2.639 -2.961 -0.621
C 4.140 -3.692 -0.731
O 2.808 -1.895 -1.664
C 1.781 -0.884 -1.371
O 1.175 -0.182 -2.332
C 1.580 -0.917 0.265
O 2.006 0.442 0.646
C 0.889 1.403 0.545
C 1.493 2.866 1.082
C 0.512 4.128 0.716
O 1.880 2.778 2.507
C 2.450 -2.214 0.864
C 3.918 -1.846 1.574
C 3.760 -0.957 2.953
O 2.610 -0.613 3.538
Cl 5.341 -0.418 3.807
P 1.503 -3.416 2.071
C -0.042 -2.499 2.827
O 2.557 -3.909 3.394
H -3.805 -1.848 3.122
H -4.982 -3.096 3.933
H -3.407 -3.711 3.004
H -3.021 -2.683 0.257
H -2.504 -4.448 0.766
H -3.138 -5.467 -1.562
H -4.340 -4.040 -1.906
H -2.060 -2.401 -2.005
H -2.662 -3.388 -3.506
H -0.112 -3.902 -3.459
H -0.895 -5.401 -2.458
H -0.221 -2.749 -0.830
H -0.471 -4.522 -0.240
H 1.987 -4.601 -2.076
H 1.781 -5.151 -0.270
H 4.144 -4.284 -1.749
H 4.285 -4.487 0.142
H 5.014 -2.906 -0.788
H 0.404 -1.012 0.351
H 0.517 1.607 -0.549
H -0.052 1.123 1.181
H 2.498 3.036 0.473
H 0.662 4.933 1.562
H -0.629 3.812 0.583
H 0.885 4.645 -0.291
H 2.784 2.310 2.479
H 4.550 -1.172 0.825
H 4.512 -2.831 1.896
H -0.683 -3.358 3.349
H 0.249 -1.721 3.651
H -0.662 -2.067 1.933
H 1.998 -3.963 4.243
C -6.698 3.491 1.849
C -5.764 3.993 0.941
C -4.612 3.261 0.646
C -4.407 2.021 1.265
C -5.339 1.518 2.183
C -6.486 2.260 2.473
N -3.210 1.235 0.940
O -2.400 1.723 0.137
O -3.081 0.129 1.482
H -7.598 4.062 2.072
H -5.936 4.954 0.461
H -3.894 3.666 -0.064
H -5.189 0.559 2.675
H -7.216 1.877 3.181
C 5.627 5.126 -3.986
C 4.938 4.616 -2.884
C 3.645 5.061 -2.600
C 3.048 6.018 -3.432
C 3.740 6.537 -4.534
C 5.033 6.087 -4.807
N 1.680 6.471 -3.153
O 1.108 6.002 -2.157
O 1.174 7.293 -3.930
H 6.632 4.772 -4.207
H 5.408 3.869 -2.248
H 3.122 4.654 -1.738
H 3.290 7.284 -5.185
H 5.577 6.481 -5.662

99
Properties=species:S:1:pos:R:3 method="wB97M-V/def2-TZVPD" homo_lumo_gap_ev=4.510 total_charge=-2 relative_energy_kcal_mol=0.0
Lu 0.263 -0.008 0.477
O 2.031 0.035 5.051
As 0.576 0.490 4.024
O -0.773 0.525 4.950
O 0.858 -0.336 2.544
C 1.053 2.365 3.496
C 2.205 2.873 4.033
C 2.430 4.227 3.896
C 1.585 5.117 3.261
C 0.504 4.558 2.596
C 0.280 3.167 2.648
S -1.204 2.882 1.538
O -1.089 3.684 0.344
O -2.291 3.265 2.442
O -1.300 1.417 1.203
H 1.731 0.057 6.003
H 2.888 2.195 4.521
H 3.273 4.641 4.440
H 1.807 6.165 3.232
H -0.269 5.219 2.072
C -0.026 2.911 -5.860
C -0.015 1.792 -4.878
N 0.304 0.595 -5.238
O 0.343 0.560 -6.657
C -0.320 1.920 -3.402
C -0.884 3.228 -2.986
N 0.004 0.858 -2.722
O -0.159 0.927 -1.382
H -0.755 2.650 -6.594
H 0.960 2.961 -6.393
H -0.188 3.884 -5.434
H 0.618 -0.338 -6.875
H -1.953 3.348 -3.252
H -0.246 4.102 -3.385
H -0.862 3.299 -1.885
C -1.083 -2.143 -2.469
Si -2.684 -1.581 -1.645
C -3.366 -0.272 -2.799
C -3.953 -2.950 -2.232
C -2.396 -1.012 0.137
Si -3.715 0.098 1.016
C -5.316 -0.862 1.039
C -4.181 1.681 0.089
C -3.599 0.552 2.844
Si -2.201 -2.551 1.144
C -2.207 -2.384 3.018
C -3.378 -4.052 0.763
C -0.548 -3.460 0.916
C -0.402 -4.759 1.372
C 0.862 -5.389 1.346
C 1.932 -4.724 0.730
C 1.678 -3.399 0.347
N 0.513 -2.751 0.492
H -1.073 -1.758 -3.491
H -0.945 -3.216 -2.480
H -0.233 -1.705 -2.017
H -3.184 -0.629 -3.843
H -2.901 0.748 -2.671
H -4.486 -0.159 -2.626
H -4.960 -2.712 -1.767
H -3.732 -3.981 -1.964
H -4.098 -2.849 -3.311
H -5.570 -1.201 0.002
H -6.150 -0.187 1.275
H -5.264 -1.752 1.667
H -5.209 1.658 -0.381
H -3.391 2.006 -0.574
H -4.184 2.461 0.884
H -4.361 -0.053 3.416
H -4.000 1.605 2.883
H -2.694 0.616 3.404
H -3.231 -2.370 3.368
H -1.738 -1.462 3.386
H -1.770 -3.229 3.600
H -4.331 -3.924 0.175
H -3.724 -4.445 1.754
H -2.966 -4.950 0.344
H -1.198 -5.296 1.890
H 1.072 -6.288 1.896
H 2.916 -5.128 0.641
H 2.433 -2.792 -0.101
O 2.134 1.494 0.394
C 2.828 0.517 0.085
O 2.377 -0.671 -0.062
C 4.325 0.637 -0.153
C 4.798 0.920 -1.402
C 6.223 0.710 -1.607
C 7.067 0.232 -0.668
C 6.501 0.022 0.565
C 5.175 0.231 0.848
N 7.239 -0.703 1.603
O 6.633 -0.768 2.686
O 8.444 -1.001 1.430
N 6.776 0.889 -2.927
O 8.023 0.920 -2.945
O 6.029 0.867 -3.905
H 4.139 1.132 -2.239
H 8.154 0.162 -0.926
H 4.774 0.121 1.925